Record 1
2 unconnected molecules or ions with the total composition C38H48BrF8N2O6PS, computed with ωB97M-V/def2-TZVPD.

ORCA input file:
```
! wB97M-V def2-TZVPD RIJCOSX def2/J DEFGRID3
* xyz 0 1
C 9.085 1.232 0.186
C 7.785 0.572 0.647
C 6.705 0.572 -0.466
C 6.409 -0.857 -0.889
O 5.263 -0.975 -1.747
C 4.062 -0.946 -1.055
C 3.386 0.263 -1.039
C 2.176 0.325 -0.370
C 1.667 -0.782 0.299
C 2.345 -2.013 0.276
C 1.749 -3.190 1.005
C 2.668 -3.855 2.043
O 2.702 -5.278 1.920
C 3.547 -2.098 -0.447
C 4.286 -3.409 -0.635
C 4.460 -3.794 -2.134
C 3.266 -3.399 -2.965
C 2.017 -3.967 -2.706
C 0.914 -3.562 -3.446
C 1.053 -2.600 -4.444
C 2.296 -2.053 -4.732
C 3.400 -2.458 -3.987
N 0.422 -0.678 1.017
C 0.529 0.030 2.323
N 1.820 -0.229 2.940
C -0.601 -0.094 0.204
C -1.825 -0.730 0.098
C -2.838 -0.158 -0.663
C -2.654 1.037 -1.355
C -3.792 1.612 -2.176
C -4.534 0.617 -3.057
O -5.333 -0.341 -2.375
C -6.501 0.197 -1.823
C -6.787 -0.409 -0.469
F -8.011 -0.015 -0.076
F -5.906 0.090 0.439
C -6.695 -1.948 -0.402
F -5.462 -2.312 -0.008
F -6.908 -2.477 -1.609
C -7.681 -2.610 0.596
F -7.362 -3.916 0.594
F -8.937 -2.508 0.163
C -7.512 -2.078 2.055
F -8.511 -1.254 2.368
F -7.544 -3.120 2.909
C -1.404 1.687 -1.259
P -0.926 3.283 -2.029
O -1.040 2.990 -3.634
Br -2.695 4.624 -1.532
C -0.391 1.108 -0.484
S 1.228 1.830 -0.338
H 8.908 2.276 -0.052
H 9.460 0.730 -0.706
H 9.850 1.129 0.952
H 7.408 1.122 1.506
H 7.991 -0.449 0.960
H 7.055 1.164 -1.307
H 5.820 1.054 -0.060
H 6.289 -1.461 0.006
H 7.243 -1.211 -1.490
H 3.794 1.122 -1.547
H 1.387 -3.908 0.268
H 0.868 -2.844 1.527
H 2.319 -3.681 3.055
H 3.676 -3.449 1.971
H 2.658 -5.513 0.991
H 3.742 -4.227 -0.186
H 5.252 -3.360 -0.141
H 4.583 -4.875 -2.194
H 5.352 -3.327 -2.530
H 1.919 -4.716 -1.934
H -0.062 -3.978 -3.243
H 0.178 -2.285 -4.996
H 2.417 -1.317 -5.511
H 4.383 -2.052 -4.171
H 0.347 1.101 2.212
H -0.232 -0.398 2.972
H 1.724 -0.205 3.944
H 2.498 0.469 2.665
H -2.001 -1.665 0.605
H -3.774 -0.684 -0.697
H -4.471 2.181 -1.546
H -3.371 2.346 -2.857
H -3.847 0.088 -3.709
H -5.197 1.190 -3.716
H -7.350 -0.016 -2.478
H -6.479 1.277 -1.676
H -6.540 -1.605 2.178
H -1.623 2.241 -3.821
C -1.629 6.875 4.674
O -2.911 6.308 4.470
C -3.273 6.213 3.101
C -3.074 4.816 2.558
O -1.703 4.447 2.534
C -1.325 3.608 3.609
H -1.347 6.689 5.709
H -0.880 6.430 4.015
H -1.659 7.958 4.507
H -2.709 6.935 2.502
H -4.334 6.471 3.029
H -3.433 4.784 1.525
H -3.657 4.095 3.139
H -1.699 2.589 3.450
H -1.692 3.983 4.567
H -0.236 3.577 3.635
*
```

For the orbital gap, the calculation gives 8.320 eV.

***

Record 2
A molecular structure, C38H48N5O3S3Te2W at a distorted geometry, computed with ωB97M-V/def2-TZVPD.

ORCA input file:
```
! wB97M-V def2-TZVPD RIJCOSX def2/J DEFGRID3
* xyz 2 4
W 1.742 0.213 1.430
O 5.997 3.312 0.573
C 6.193 2.355 -0.343
C 7.414 2.377 -1.061
C 7.625 1.532 -2.134
C 6.606 0.670 -2.551
C 5.464 0.574 -1.818
C 5.268 1.354 -0.658
C 3.963 1.299 0.017
O 3.177 0.228 -0.006
N 3.545 2.397 0.578
N 2.268 2.274 1.183
C 1.708 3.441 1.254
S 2.479 4.902 0.686
C 1.137 5.960 1.265
C -0.198 5.193 0.992
S 0.051 3.529 1.709
H 5.073 3.262 0.859
H 8.110 3.171 -0.738
H 8.595 1.664 -2.608
H 6.634 0.179 -3.474
H 4.645 -0.098 -2.063
H 1.224 6.902 0.697
H 1.264 6.187 2.301
H -0.373 5.031 -0.076
H -1.079 5.523 1.522
C -1.992 -0.269 2.611
C -0.600 0.008 2.179
O 0.356 -0.342 2.964
N -0.198 0.448 1.010
Te -2.686 -0.856 -0.856
C -4.194 -2.335 -1.150
C -4.066 -3.546 -0.415
C -2.907 -3.802 0.538
C -4.968 -4.576 -0.645
C -5.982 -4.438 -1.584
C -6.992 -5.575 -1.800
C -6.011 -3.249 -2.331
C -5.136 -2.213 -2.173
C -5.206 -0.961 -3.048
C -3.622 0.957 -0.777
C -2.826 1.988 -1.361
C -1.400 1.815 -1.796
C -3.389 3.271 -1.392
C -4.659 3.575 -0.942
C -5.193 5.024 -0.979
C -5.388 2.591 -0.273
C -4.896 1.264 -0.215
C -5.753 0.248 0.432
H -2.752 0.068 1.881
H -2.219 0.179 3.603
H -2.036 -1.334 2.787
H -1.983 -4.082 0.003
H -3.166 -4.652 1.201
H -2.664 -2.941 1.176
H -4.882 -5.452 -0.044
H -7.832 -5.465 -1.079
H -6.521 -6.554 -1.583
H -7.421 -5.567 -2.779
H -6.713 -3.197 -3.146
H -5.700 -1.178 -4.004
H -4.206 -0.548 -3.347
H -5.769 -0.210 -2.550
H -0.787 1.375 -1.036
H -0.986 2.836 -1.983
H -1.309 1.216 -2.703
H -2.873 4.049 -1.999
H -4.385 5.740 -0.804
H -5.907 5.145 -0.151
H -5.527 5.229 -1.996
H -6.357 2.766 0.197
H -6.328 0.773 1.181
H -5.177 -0.544 0.904
H -6.471 -0.206 -0.261
C 6.154 -4.270 0.694
C 4.872 -3.705 0.141
C 4.705 -3.448 -1.213
C 3.497 -2.938 -1.670
N 2.528 -2.631 -0.813
C 2.740 -2.808 0.470
S 1.597 -2.240 1.689
N 3.897 -3.350 0.940
C 3.240 -2.736 -3.153
H 6.959 -4.191 -0.031
H 5.959 -5.290 1.011
H 6.394 -3.681 1.605
H 5.508 -3.686 -1.900
H 4.061 -3.462 1.929
H 2.207 -2.395 -3.269
H 3.398 -3.679 -3.695
H 3.946 -2.034 -3.573
C 2.498 -0.688 5.083
Te 3.651 0.176 3.500
C 3.590 2.154 4.264
H 3.144 -0.934 5.901
H 2.005 -1.510 4.595
H 1.746 0.021 5.347
H 2.620 2.585 4.053
H 4.416 2.722 3.763
H 3.813 2.112 5.332
*
```

As for the expectation value of S²: 3.7862. For the orbital gap (spin up / spin down), the calculation gives 6.672 / 5.050 eV.

***

Record 3
2 unconnected molecules or ions with the total composition C38H49N3O4 at a distorted geometry, computed with ωB97M-V/def2-TZVPD.

ORCA input file:
```
! wB97M-V def2-TZVPD RIJCOSX def2/J DEFGRID3
* xyz 0 1
C -3.225 -1.027 3.087
C -2.112 -1.574 2.253
O -0.880 -1.204 2.893
C 0.279 -1.349 2.200
C 1.378 -1.245 3.087
C 2.730 -1.082 2.572
O 3.548 -0.376 3.184
C 3.227 -1.715 1.295
C 3.175 -0.713 0.140
C 4.144 0.482 0.207
C 3.487 1.879 0.205
C 3.602 2.663 1.526
C 2.303 3.358 1.966
C 1.288 2.387 2.598
C 1.615 1.932 4.025
C 0.675 0.831 4.575
C 1.137 -0.643 4.452
O 0.362 -1.434 0.944
H -4.171 -1.274 2.616
H -3.215 -1.466 4.084
H -3.153 0.056 3.176
H -2.154 -2.660 2.200
H -2.116 -1.155 1.253
H 4.262 -2.016 1.493
H 2.630 -2.594 1.045
H 3.409 -1.280 -0.769
H 2.136 -0.377 0.027
H 4.822 0.378 1.063
H 4.770 0.432 -0.697
H 3.994 2.478 -0.567
H 2.436 1.803 -0.108
H 3.935 1.989 2.326
H 4.386 3.426 1.411
H 2.550 4.163 2.670
H 1.822 3.827 1.097
H 0.295 2.867 2.606
H 1.196 1.505 1.943
H 2.664 1.602 4.099
H 1.514 2.816 4.685
H 0.646 1.002 5.662
H -0.342 0.975 4.179
H 0.424 -1.263 5.006
H 2.117 -0.673 4.941
C -7.506 -3.529 -3.270
N -6.424 -2.840 -2.618
C -6.463 -1.496 -2.426
O -7.377 -0.740 -2.787
C -5.223 -1.103 -1.636
C -5.574 -0.457 -0.289
C -6.314 0.858 -0.425
C -7.544 1.056 0.214
C -8.261 2.235 -0.004
C -7.720 3.246 -0.809
C -6.454 3.076 -1.381
C -5.739 1.895 -1.165
N -4.501 -2.372 -1.488
C -3.286 -2.356 -0.869
C -2.538 -3.479 -0.511
C -1.300 -3.635 0.136
C -0.660 -4.937 0.184
C 0.608 -5.133 0.788
C 1.226 -6.365 0.795
C 0.609 -7.472 0.205
C 1.296 -8.719 0.243
N 1.911 -9.711 0.340
C -0.623 -7.324 -0.429
C -1.243 -6.086 -0.430
C -5.259 -3.524 -2.057
C -5.713 -4.492 -0.962
C -4.526 -4.220 -3.206
H -8.270 -2.798 -3.526
H -7.177 -4.021 -4.189
H -7.950 -4.282 -2.614
H -4.627 -0.398 -2.244
H -6.194 -1.173 0.278
H -4.641 -0.303 0.285
H -7.949 0.261 0.849
H -9.247 2.362 0.447
H -8.272 4.173 -0.975
H -6.014 3.856 -2.006
H -4.743 1.745 -1.592
H -2.901 -1.343 -0.668
H -2.986 -4.398 -0.894
H -0.759 -2.757 0.508
H 1.104 -4.273 1.228
H 2.191 -6.500 1.273
H -1.123 -8.159 -0.915
H -2.185 -6.011 -0.957
H -6.374 -3.951 -0.269
H -6.281 -5.306 -1.425
H -4.863 -4.912 -0.414
H -4.457 -3.534 -4.061
H -3.526 -4.559 -2.931
H -5.107 -5.089 -3.528
*
```

For the orbital gap, the calculation gives 3.116 eV.

***

Record 4
A molecular structure, C38H50ClF5IrN3O2S, computed with ωB97M-V/def2-TZVPD.

ORCA input file:
```
! wB97M-V def2-TZVPD RIJCOSX def2/J DEFGRID3
* xyz 1 2
Ir -1.022 -0.593 0.671
C 1.413 -0.224 1.418
C 2.326 0.405 0.472
C 2.065 1.839 0.520
C 1.141 2.031 1.511
C 0.736 0.764 2.105
C -0.021 0.579 3.403
C -1.101 -0.491 3.189
C -0.620 1.904 3.880
C 0.942 0.069 4.486
C 2.621 3.038 -0.258
C 2.929 2.759 -1.733
C 3.867 3.585 0.455
C 1.562 4.156 -0.266
C 3.419 -0.424 -0.182
C 3.097 -0.706 -1.661
C 3.531 -1.801 0.495
C 4.797 0.236 -0.034
H 1.543 -1.227 1.780
H 0.733 2.981 1.812
H -1.825 -0.270 2.323
H -1.852 -0.479 3.984
H -0.692 -1.497 3.162
H -1.205 2.394 3.103
H 0.176 2.589 4.174
H -1.254 1.739 4.754
H 1.374 -0.894 4.211
H 0.417 -0.048 5.436
H 1.756 0.779 4.632
H 3.767 2.087 -1.882
H 3.194 3.702 -2.217
H 2.052 2.353 -2.237
H 4.674 2.856 0.506
H 3.620 3.883 1.476
H 4.238 4.464 -0.075
H 0.623 3.789 -0.685
H 1.921 4.981 -0.882
H 1.375 4.559 0.729
H 2.199 -1.318 -1.741
H 3.925 -1.265 -2.102
H 2.949 0.199 -2.243
H 2.628 -2.395 0.342
H 3.730 -1.717 1.566
H 4.358 -2.349 0.043
H 4.885 1.170 -0.575
H 5.558 -0.443 -0.424
H 5.026 0.428 1.017
N -0.269 -2.481 0.946
C 0.128 -3.553 0.956
C 0.592 -4.905 0.970
C 1.802 -5.219 1.587
C 2.232 -6.533 1.585
C 1.462 -7.514 0.973
C 0.259 -7.193 0.358
C -0.186 -5.884 0.351
H 2.393 -4.442 2.055
H 3.168 -6.794 2.060
H 1.805 -8.541 0.974
H -0.332 -7.964 -0.117
H -1.120 -5.611 -0.123
F -3.529 -1.845 1.136
C -2.721 -1.567 0.055
F -2.390 -2.790 -0.468
C -3.667 -0.983 -1.028
F -4.448 -0.020 -0.515
F -4.479 -1.925 -1.505
F -2.996 -0.457 -2.052
Cl 0.652 -2.529 -7.528
C 0.416 -1.825 -5.963
C 0.796 -0.508 -5.745
C 0.602 0.047 -4.493
C 0.043 -0.705 -3.466
C -0.332 -2.024 -3.702
C -0.151 -2.588 -4.953
C -0.148 -0.058 -2.129
O 0.016 1.134 -1.961
O -0.403 -0.935 -1.188
H 1.233 0.066 -6.550
H 0.881 1.075 -4.297
H -0.777 -2.601 -2.903
H -0.446 -3.608 -5.154
C -5.701 2.090 0.702
N -4.301 1.996 1.113
C -4.104 1.353 2.398
C -3.304 2.231 0.254
S -1.665 1.673 0.339
N -3.534 3.118 -0.725
C -2.728 3.185 -1.946
C -4.428 4.257 -0.531
H -6.207 1.177 1.016
H -5.771 2.163 -0.379
H -6.199 2.944 1.162
H -4.845 1.745 3.095
H -3.118 1.589 2.777
H -4.233 0.271 2.320
H -2.249 2.233 -2.146
H -1.957 3.953 -1.858
H -3.395 3.445 -2.768
H -4.683 4.360 0.520
H -5.341 4.165 -1.120
H -3.900 5.155 -0.850
*
```

As for the expectation value of S²: 0.7628. The relative energy (zero: lowest compared OMol25 entry of this formula, charge and spin) is 19.83 kcal/mol. For the orbital gap (spin up / spin down), the calculation gives 7.969 / 6.965 eV.

***

Question: Which formula does entry 4 have?
Answer: C38H50ClF5IrN3O2S